Record 1
Formula: C2H9N3O2
Source: the Open Molecules 2025 dataset
Level of theory: ωB97M-V/def2-TZVPD

Cartesian coordinates (Å):
C1 -1.291 1.279 -0.169
C2 -0.891 -0.158 0.071
O1 -1.137 -0.907 -1.083
O2 -1.236 -0.747 1.216
H1 -1.400 -1.781 -0.763
H2 -0.862 1.666 -1.095
H3 -0.987 1.899 0.669
H4 -2.377 1.296 -0.259
N1 0.761 -0.283 0.420
N2 1.509 -1.231 -0.355
N3 1.442 0.951 0.589
H5 0.063 -0.709 1.359
H6 1.140 -1.202 -1.306
H7 1.292 -2.152 0.013
H8 1.639 1.340 -0.331
H9 2.336 0.737 1.022

Spin multiplicity: 1
E in eV: -10782.4385
Energy relative to the best compared isomer or geometry (same formula, charge and spin) in eV: 3.6040

***

Record 2
Formula: C29H21N2O6SY
Source: the Open Molecules 2025 dataset
Level of theory: ωB97M-V/def2-TZVPD

Cartesian coordinates (Å):
Y1 -0.284 -0.409 0.209
O1 -3.295 -6.094 -0.159
C1 -2.716 -5.033 -0.088
C2 -2.538 -4.035 -1.219
O2 -2.949 -4.173 -2.357
C3 -1.787 -2.917 -0.638
C4 -1.463 -3.192 0.711
O3 -0.758 -2.369 1.405
C5 -2.042 -4.459 1.143
O4 -2.013 -4.980 2.247
O5 -1.436 -1.822 -1.197
C6 6.774 -3.172 0.626
C7 5.375 -2.729 0.198
C8 4.503 -3.980 0.026
C9 5.485 -1.997 -1.147
C10 4.722 -1.796 1.218
C11 5.363 -1.389 2.399
C12 4.778 -0.506 3.291
C13 3.507 -0.025 3.005
S1 2.508 1.118 3.850
C14 1.277 0.938 2.614
N1 1.585 0.093 1.683
C15 2.844 -0.454 1.856
C16 3.447 -1.318 0.954
C17 0.006 1.701 2.643
C18 -0.163 2.669 3.639
C19 -1.321 3.422 3.669
C20 -2.293 3.200 2.697
C21 -2.105 2.228 1.726
C22 -0.954 1.428 1.650
H1 7.196 -3.824 -0.141
H2 6.752 -3.731 1.564
H3 7.448 -2.320 0.747
H4 4.964 -4.664 -0.692
H5 3.509 -3.727 -0.341
H6 4.385 -4.505 0.976
H7 5.936 -2.654 -1.896
H8 6.109 -1.106 -1.050
H9 4.510 -1.677 -1.515
H10 6.355 -1.756 2.625
H11 5.308 -0.195 4.182
H12 2.911 -1.550 0.042
H13 0.604 2.845 4.386
H14 -1.463 4.178 4.432
H15 -3.201 3.795 2.702
H16 -2.888 2.096 0.985
O6 1.462 -0.115 -1.305
C23 0.541 0.768 -1.634
N2 0.782 1.619 -2.604
C24 -0.233 2.484 -2.940
C25 -1.565 2.071 -3.150
C26 -2.540 2.961 -3.574
C27 -2.243 4.300 -3.805
C28 -0.939 4.733 -3.577
C29 0.038 3.851 -3.150
H17 -1.803 1.030 -2.970
H18 -3.552 2.599 -3.727
H19 -3.005 4.989 -4.151
H20 -0.683 5.779 -3.724
H21 1.050 4.193 -2.961

Spin multiplicity: 1
Net charge: -2
E in eV: -57561.5487
Energy relative to the best compared isomer or geometry (same formula, charge and spin) in eV: 0.4123

***

Record 3
Formula: C27H63N9O9
Source: the Open Molecules 2025 dataset
Level of theory: ωB97M-V/def2-TZVPD

Cartesian coordinates (Å):
C1 -0.911 0.159 -0.631
O1 -1.651 0.358 0.360
N1 0.290 -0.508 -0.523
C2 1.079 -1.050 -1.683
C3 0.589 -1.159 0.710
H1 -1.049 0.420 -1.691
H2 0.754 -2.090 -1.696
H3 2.145 -0.878 -1.532
H4 0.766 -0.671 -2.656
H5 0.742 -0.529 1.587
H6 -0.314 -1.639 1.088
H7 1.225 -2.035 0.835
C4 -4.459 2.194 2.422
O2 -5.295 2.486 1.595
N2 -4.742 2.215 3.720
C5 -3.948 1.575 4.719
C6 -6.096 2.544 4.168
H8 -3.454 1.766 2.279
H9 -4.271 0.536 4.773
H10 -3.961 2.159 5.640
H11 -2.913 1.488 4.388
H12 -6.701 3.085 3.441
H13 -6.685 1.672 4.455
H14 -5.868 3.230 4.983
C7 -6.157 0.657 -4.416
O3 -7.159 1.438 -4.371
N3 -5.054 0.979 -3.690
C8 -4.060 -0.050 -3.387
C9 -4.955 2.347 -3.035
H15 -6.303 -0.377 -4.767
H16 -3.078 0.159 -3.813
H17 -4.336 -1.096 -3.519
H18 -3.669 0.104 -2.381
H19 -5.398 3.058 -3.732
H20 -5.376 2.329 -2.030
H21 -3.887 2.559 -3.072
C10 -1.134 4.362 3.507
O4 -1.644 4.223 4.617
N4 -0.149 3.613 3.110
C11 0.244 3.658 1.660
C12 0.307 2.412 3.768
H22 -1.401 5.100 2.734
H23 1.313 3.850 1.569
H24 -0.297 4.331 0.995
H25 0.077 2.671 1.227
H26 -0.102 2.253 4.765
H27 -0.126 1.517 3.321
H28 1.376 2.261 3.614
C13 6.396 -2.598 -0.779
O5 7.526 -2.695 -0.292
N5 5.806 -3.533 -1.590
C14 6.443 -4.851 -1.933
C15 4.488 -3.256 -2.261
H29 5.728 -1.739 -0.613
H30 5.735 -5.679 -1.899
H31 7.303 -5.227 -1.379
H32 6.850 -5.036 -2.928
H33 3.956 -2.325 -2.066
H34 4.550 -3.060 -3.331
H35 3.725 -4.022 -2.122
C16 1.587 3.253 -6.527
O6 1.748 4.295 -7.133
N6 2.075 2.991 -5.298
C17 1.854 1.635 -4.696
C18 3.056 3.857 -4.613
H36 0.917 2.478 -6.930
H37 1.880 1.686 -3.607
H38 2.506 0.797 -4.942
H39 0.867 1.265 -4.973
H40 3.204 4.805 -5.129
H41 2.742 4.002 -3.579
H42 3.999 3.311 -4.617
C19 -0.066 -4.900 5.069
O7 -0.626 -5.370 4.093
N7 0.207 -3.587 5.075
C20 0.672 -3.039 6.296
C21 -0.135 -2.699 3.915
H43 0.107 -5.393 6.038
H44 1.168 -3.726 6.983
H45 -0.311 -3.001 6.765
H46 1.204 -2.088 6.327
H47 -1.022 -3.036 3.379
H48 -0.393 -1.654 4.087
H49 0.711 -2.517 3.252
C22 2.034 -7.314 0.429
O8 2.787 -8.000 -0.230
N8 2.425 -6.113 1.062
C23 1.559 -5.541 2.061
C24 3.747 -5.594 1.152
H50 0.960 -7.547 0.506
H51 2.034 -5.489 3.040
H52 0.616 -6.084 2.116
H53 1.343 -4.561 1.634
H54 4.228 -5.657 2.128
H55 4.374 -6.024 0.371
H56 3.696 -4.508 1.076
C25 -0.542 3.780 -3.475
O9 -0.985 2.689 -3.641
N9 -0.892 4.518 -2.386
C26 -0.093 5.715 -2.089
C27 -1.894 4.204 -1.387
H57 0.168 4.237 -4.181
H58 -0.618 6.454 -2.693
H59 0.960 5.718 -2.370
H60 -0.062 5.964 -1.029
H61 -1.673 3.944 -0.352
H62 -2.693 4.942 -1.453
H63 -2.239 3.237 -1.751

Spin multiplicity: 2
Net charge: +1
E in eV: -60845.4805
Expectation value of S²: 0.792
Energy relative to the best compared isomer or geometry (same formula, charge and spin) in eV: 8.4168

***

Record 4
Formula: C19H37AlBeCl9O8S
Source: the Open Molecules 2025 dataset
Level of theory: ωB97M-V/def2-TZVPD

Cartesian coordinates (Å):
C1 1.533 1.868 3.164
O1 2.646 1.504 2.394
C2 2.407 1.784 0.936
C3 3.526 1.218 0.114
C4 3.169 0.576 -1.236
C5 2.200 -0.631 -1.140
C6 2.728 -1.832 -1.962
C7 3.111 -3.034 -1.085
C8 1.980 -3.984 -0.681
C9 1.239 -3.699 0.632
C10 -0.275 -3.800 0.453
C11 -0.815 -2.744 -0.481
C12 -2.339 -2.775 -0.734
C13 -2.582 -2.418 -2.218
C14 -2.595 -0.922 -2.503
C15 -3.842 -0.226 -1.955
Cl1 -5.082 -0.062 -3.222
C16 -3.038 -4.136 -0.460
S1 -2.080 -5.464 0.213
O2 -2.369 -5.552 1.622
O3 -2.408 -6.677 -0.487
O4 -0.575 -5.139 -0.049
H1 0.869 1.074 3.505
H2 0.926 2.607 2.657
H3 1.989 2.386 4.091
H4 2.378 2.923 0.964
H5 1.409 1.413 0.675
H6 4.211 2.036 -0.092
H7 4.044 0.463 0.703
H8 2.664 1.342 -1.823
H9 4.096 0.274 -1.706
H10 2.058 -0.917 -0.097
H11 1.212 -0.330 -1.490
H12 1.928 -2.197 -2.607
H13 3.538 -1.535 -2.621
H14 3.656 -2.680 -0.208
H15 3.816 -3.621 -1.670
H16 1.275 -4.105 -1.501
H17 2.459 -4.954 -0.572
H18 1.479 -4.469 1.362
H19 1.501 -2.752 1.098
H20 -0.715 -3.681 1.445
H21 -0.274 -2.745 -1.422
H22 -0.558 -1.795 -0.013
H23 -2.817 -1.993 -0.147
H24 -1.776 -2.836 -2.816
H25 -3.516 -2.838 -2.592
H26 -2.601 -0.801 -3.582
H27 -1.689 -0.426 -2.152
H28 -4.267 -0.726 -1.091
H29 -3.601 0.792 -1.660
H30 -3.494 -4.506 -1.374
H31 -3.843 -3.983 0.250
C17 -1.558 6.173 -1.160
Cl2 -0.418 5.334 -0.043
Cl3 -0.743 6.710 -2.609
H32 -2.346 5.480 -1.426
H33 -1.975 7.036 -0.651
Cl4 1.724 5.211 1.881
Be1 1.692 3.927 3.686
C18 -0.332 7.148 6.024
Cl5 -1.995 7.540 5.592
Cl6 0.409 6.076 4.768
H34 0.244 8.065 6.074
H35 -0.311 6.626 6.975
O5 -6.299 -2.989 -5.612
Cl7 -7.401 -2.141 -5.285
O6 -7.722 -2.224 -3.891
O7 -8.533 -2.522 -6.073
O8 -7.065 -0.775 -5.593
Al1 -1.688 7.260 2.806
C19 5.806 2.059 3.377
Cl8 6.409 2.966 4.766
Cl9 6.446 2.662 1.845
H36 6.091 1.019 3.486
H37 4.726 2.148 3.352

Spin multiplicity: 1
Net charge: +3
E in eV: -167173.1095

***

Record 5
Formula: C6H12N2O
Source: the Open Molecules 2025 dataset
Level of theory: ωB97M-V/def2-TZVPD

Cartesian coordinates (Å):
C1 -2.035 0.965 0.313
C2 -1.142 -0.207 0.079
C3 0.101 -0.454 0.848
C4 1.375 0.170 1.231
C5 1.613 -0.715 -0.896
C6 0.218 -0.083 -0.698
H1 -3.127 1.097 -0.341
H2 -2.314 0.993 1.494
H3 -1.198 1.881 0.098
H4 -1.141 -2.171 0.056
H5 -1.911 -1.445 -1.562
H6 0.155 -1.469 1.033
H7 1.308 1.344 0.960
H8 1.614 0.018 2.305
H9 2.696 0.778 -0.341
H10 2.113 -0.378 -1.731
H11 1.563 -1.782 -0.798
H12 -0.775 1.571 -1.182
N1 -1.995 -1.324 -0.177
N2 2.470 -0.173 0.164
O1 0.412 1.385 -0.855

Spin multiplicity: 1
E in eV: -11434.3813
Energy relative to the best compared isomer or geometry (same formula, charge and spin) in eV: 10.2894